Formula: C4H9NO
Source: OMol25
Level of theory: ωB97M-V/def2-TZVPD

The geometry in XYZ format:
```
15
Properties=species:S:1:pos:R:3:forces:R:3:lowdin_charge:R:1
C -1.5237 1.1427 0.2141 -0.57 1.61 -3.72 -0.001
C -0.6592 0.0487 -0.4200 -1.98 -1.76 -1.14 -0.481
O -0.9636 -0.7075 -1.3530 0.67 1.63 2.14 0.078
N 0.4880 -0.0597 0.3759 0.96 0.04 0.16 -0.254
C 1.5681 0.8277 -0.0109 1.42 -1.12 2.41 -0.071
C 0.8376 -1.3650 0.8833 -0.20 -0.74 1.55 -0.082
H -0.8868 2.0842 -0.0475 -1.52 -1.17 0.92 0.113
H -1.5352 0.9281 1.2250 0.23 0.01 2.13 0.041
H -2.6300 1.2527 -0.1152 2.11 -0.19 -0.05 0.111
H 1.1662 1.6220 -0.5778 0.04 0.59 -1.40 0.057
H 1.9000 1.3620 0.9348 0.30 -0.72 -1.00 0.100
H 2.4080 0.1709 -0.4371 -0.96 1.59 0.10 0.115
H -0.0156 -1.6829 1.4953 0.16 0.12 0.44 0.081
H 1.7687 -1.4590 1.5842 -1.57 0.66 -1.69 0.128
H 0.7813 -2.1250 0.1321 0.92 -0.54 -0.85 0.066
```
Forces are in eV/Å.

Summary:
F_max (eV/Å): 4.1
E_tot (Eh): -287.7451
Kohn-Sham gap (eV): 9.58
LUMO (eV): 0.87
SMILES: CC(=O)N(C)C
Total charge: 0

---

Formula: C21H29N3O4
Source: OMol25
Level of theory: ωB97M-V/def2-TZVPD

The geometry in XYZ format:
```
57
Properties=species:S:1:pos:R:3:forces:R:3:lowdin_charge:R:1
C 4.5302 0.2170 1.2216 -1.51 3.33 -3.01 -0.120
H 5.2319 -0.4736 0.9620 1.49 -3.04 -0.12 0.060
O 3.3421 -0.0802 1.8400 0.13 -1.27 -1.37 -0.077
C 2.6547 -1.0834 1.2157 4.83 1.80 -5.29 -0.356
C 1.7565 -1.5175 1.9302 -11.68 -6.15 7.41 -0.038
C 0.7035 -2.5760 1.4257 0.96 0.86 1.24 -0.019
C 0.8466 -3.1270 0.1968 1.25 3.70 -5.02 -0.148
C 1.9332 -2.4363 -0.7610 -1.69 -2.30 2.57 -0.003
C 2.8364 -1.5861 -0.2179 -2.16 0.05 3.04 0.000
H 3.6740 -1.2417 -0.6735 2.15 1.07 -1.82 0.059
H 1.8662 -2.8717 -1.7893 0.74 0.80 0.90 0.122
C -0.2290 -3.8693 -0.7364 -1.62 2.88 13.18 -0.057
H -0.2905 -4.5917 0.1535 -1.63 -0.21 -1.89 0.148
H 0.0999 -4.2930 -1.4754 4.01 -4.40 -7.92 0.005
C -1.4152 -3.0202 -1.0338 -5.27 -11.92 10.94 -0.301
N -1.2034 -2.0467 -1.6907 4.09 14.12 -7.72 -0.159
C -0.8500 -2.0991 -2.9375 -2.23 -3.47 -7.38 -0.272
O -1.0268 -3.2567 -3.5423 1.67 4.10 1.82 -0.036
C -0.6236 -0.7317 -3.9346 2.30 -8.23 -1.29 -0.086
C -0.6238 0.3937 -3.1355 2.29 8.03 -2.21 -0.312
C -0.0226 0.2757 -1.8209 -3.50 -0.70 3.20 -0.120
C -1.2503 -0.8130 -1.0833 2.54 5.56 1.26 -0.009
H -1.0002 -0.8362 -0.0487 0.41 -0.55 0.83 0.075
H -2.2120 -0.2878 -1.0603 -0.14 -0.09 -0.80 0.130
C 0.0138 1.7125 -1.1950 5.53 -8.46 5.58 -0.254
O -0.6006 2.6491 -1.1795 -3.50 5.48 -1.42 0.186
N 1.0960 1.4579 0.1629 -3.23 10.57 -8.89 0.107
H 1.1428 0.6228 0.2537 0.92 -12.89 2.23 -0.068
C 1.1349 2.4008 1.0695 2.99 6.84 0.94 -0.335
H 0.8507 3.4492 0.6127 0.50 -1.68 -0.15 0.155
C 0.2247 2.3764 2.2053 7.25 -5.57 3.15 -0.267
N -1.0224 2.3729 1.9233 -11.81 -4.74 -0.70 -0.037
C -1.8793 1.2232 1.8441 8.74 -4.98 2.16 -0.339
O -1.2862 0.0526 2.0195 -3.51 4.18 -0.71 -0.053
C -3.1698 1.5774 1.4356 -6.45 0.41 -1.56 -0.056
H -4.1865 1.0514 1.8676 3.07 1.03 -0.61 0.186
C -3.2196 3.2237 1.6454 -9.19 -8.53 7.39 -0.158
H -4.0763 3.5132 1.2439 -2.51 2.39 -3.38 0.076
H -3.6884 3.2268 2.7507 1.43 0.12 -1.56 0.167
C -1.9566 3.3990 1.5765 11.50 7.80 6.15 -0.279
H -1.5918 4.3199 2.5006 -0.76 -1.58 -3.33 0.226
H -1.7241 3.5715 0.6576 1.98 2.72 -5.80 0.063
H -3.2773 1.3468 0.3308 0.35 0.27 0.94 0.131
H 0.6538 1.2790 2.7859 -2.11 2.79 -1.24 0.213
H 0.5324 3.0766 2.8756 0.57 2.50 2.06 0.093
H 2.2261 2.6968 1.4028 -1.65 -0.80 -0.07 0.150
H 0.9436 -0.2215 -1.6000 -0.62 0.29 -0.94 0.130
H 0.2109 1.2443 -3.5187 -2.10 -1.79 -0.47 0.181
H -1.5655 1.0156 -3.2691 0.87 -0.84 1.15 0.156
H -1.2402 -0.9624 -4.8439 0.10 0.80 1.24 0.136
H 0.4406 -1.0447 -4.2995 -1.58 0.80 0.53 0.152
H -2.0426 -2.6959 -0.1015 1.53 -0.81 -0.92 0.194
H -2.1796 -3.5249 -1.5343 -1.15 -2.32 -0.83 0.134
H -0.1860 -2.8397 2.1107 1.65 0.47 -1.09 0.134
H 1.3927 -1.2274 3.1168 1.79 -0.32 -3.78 0.196
H 4.8973 0.8213 1.9455 2.15 2.41 1.55 0.063
H 4.4048 0.7885 0.2003 -0.15 -0.53 1.84 0.137
```
Forces are in eV/Å.

Summary:
F_max (eV/Å): 17.0
E_tot (Eh): -1282.1543
Kohn-Sham gap (eV): 8.77
LUMO (eV): 0.48
Total charge: 0

---

Formula: C12H20Br4O6
Source: OMol25
Level of theory: ωB97M-V/def2-TZVPD

The geometry in XYZ format:
```
42
Properties=species:S:1:pos:R:3:forces:R:3:lowdin_charge:R:1
C -1.5158 -29.8915 -15.0140 0.31 -1.67 -1.15 -0.008
C -0.2545 -30.4172 -14.3573 0.40 1.15 1.08 -0.290
C 0.1517 -29.7272 -13.0705 1.50 -1.36 0.03 -0.085
O 0.5125 -30.8531 -12.2689 0.02 -0.92 1.57 0.054
C 0.1314 -32.0220 -12.8534 0.41 -1.68 4.42 -0.643
O 0.1320 -33.1279 -12.3702 0.91 0.99 0.42 0.142
O -0.3791 -31.8038 -13.9674 -2.59 1.42 -5.10 0.127
H -1.4117 -29.0287 -15.6720 0.43 -0.26 -0.02 0.089
H -2.4488 -29.7536 -14.4676 0.56 -0.06 0.87 0.091
H -1.6586 -30.8204 -15.5660 -0.97 0.45 -1.13 0.087
H 0.6878 -30.4345 -14.9050 -0.68 0.35 -1.19 0.160
H -0.6019 -29.0983 -12.5964 0.30 0.02 0.05 0.139
H 1.1625 -29.3585 -13.2450 -0.60 1.57 0.16 0.136
C 12.8522 -19.9883 1.2084 -0.80 0.00 0.34 -0.017
C 12.5798 -19.1955 -0.0116 0.80 -0.56 -0.84 -0.376
C 11.1803 -18.8470 -0.4009 -0.22 -0.74 0.96 -0.103
O 11.2645 -17.4650 -0.5291 -3.14 1.40 -1.14 0.091
C 12.3907 -16.9257 -0.1293 1.37 0.14 -1.29 -0.569
O 12.6990 -15.7753 -0.2601 -0.28 -0.82 0.82 0.164
O 13.1796 -17.9498 0.2259 1.71 1.25 0.57 0.087
H 12.2374 -19.5646 2.0024 0.01 -0.05 0.24 0.094
H 13.8913 -19.7705 1.4554 0.02 -0.88 0.13 0.099
H 12.5260 -21.0169 1.0547 0.63 -0.19 0.26 0.096
H 13.0033 -19.6500 -0.9072 0.76 0.00 0.10 0.155
H 10.5117 -19.1137 0.4175 -0.48 0.09 -0.20 0.137
H 10.9146 -19.3447 -1.3336 -0.36 0.38 0.06 0.141
Br 4.3653 -24.3128 -8.0723 0.09 -0.24 0.29 0.586
C 5.4536 -23.6247 -6.5725 0.37 0.50 -1.64 -0.709
C 5.3300 -24.4480 -5.3616 -0.93 -0.51 1.29 -0.678
Br 6.0458 -23.4172 -3.8175 -0.21 -0.46 -0.54 0.583
H 5.0512 -22.6163 -6.4761 0.32 -0.18 0.33 0.046
H 6.4613 -23.6215 -6.9881 -0.09 0.26 0.22 0.056
H 5.7905 -25.4358 -5.3451 0.39 0.37 -0.30 0.066
H 4.2737 -24.6356 -5.1688 0.05 0.24 0.34 0.051
Br 7.6070 -30.5781 -9.6753 0.86 -0.14 -0.38 0.596
C 9.1531 -31.2764 -10.6429 -0.08 -1.30 -2.66 -0.691
C 9.1697 -30.9221 -12.1863 0.74 0.61 0.97 -0.687
Br 7.8460 -31.9563 -13.1648 -0.39 0.58 0.14 0.610
H 9.0201 -32.3451 -10.8107 -0.24 -0.20 1.23 0.018
H 10.1300 -31.1563 -10.1746 -0.38 0.65 0.22 0.062
H 10.0448 -31.2681 -12.7365 0.41 -0.14 0.86 0.034
H 9.1957 -29.8417 -12.3281 -0.92 -0.05 -0.37 0.058
```
Forces are in eV/Å.

Summary:
F_max (eV/Å): 5.9
E_tot (Eh): -11216.6840
Kohn-Sham gap (eV): 10.45
LUMO (eV): 0.20
SMILES: C[C@H]1COC(=O)O1.C[C@H]1COC(=O)O1.BrCCBr.BrCCBr
Total charge: 0

---

Formula: C9H13N3
Source: OMol25
Level of theory: ωB97M-V/def2-TZVPD

The geometry in XYZ format:
```
25
Properties=species:S:1:pos:R:3:forces:R:3:lowdin_charge:R:1
C 0.9382 -1.9459 0.1456 0.44 -0.46 0.55 -0.043
C 1.4596 0.4182 -0.1407 -3.26 0.46 -0.46 -0.282
C 1.8066 -0.9451 0.1039 0.79 -0.93 0.78 -0.233
C 0.1728 0.8129 -0.1976 -0.37 2.88 -0.47 0.035
C -0.4555 -1.6550 -0.2584 -0.84 -1.55 -2.33 -0.183
C -0.9316 -0.2390 0.0471 -2.12 0.72 -0.54 -0.476
C -0.0091 2.7128 -0.6354 4.90 -4.72 0.35 0.048
C -2.1923 0.1358 -0.8524 0.21 1.57 0.85 -0.039
C -1.4767 -0.3071 1.5210 -0.05 3.76 -0.44 -0.039
N 2.5826 1.1992 -0.1957 1.25 -0.18 0.38 0.061
N 3.5407 0.4500 0.1137 1.82 0.28 -0.11 -0.003
N 3.1838 -0.8443 0.3426 0.10 0.27 -0.15 0.053
H 1.2687 -2.9438 0.3755 -0.06 -0.28 -0.05 0.106
H -0.4541 -1.9043 -1.3932 -0.21 0.80 1.24 0.147
H -1.2272 -2.4094 0.0940 1.03 0.91 0.01 0.134
H -0.8691 3.1590 -0.2998 -2.18 0.71 0.56 -0.013
H 0.2181 2.7037 -1.7460 -0.53 0.25 1.52 0.064
H 0.9210 3.0415 -0.0185 -1.77 -0.28 -1.39 0.061
H -2.9223 0.6591 -0.1868 0.13 -0.99 -0.40 0.070
H -2.6593 -0.6889 -1.4035 0.23 0.25 0.17 0.077
H -1.9653 1.0159 -1.4877 0.24 -0.99 -0.38 0.064
H -2.3304 0.4632 1.7678 1.96 -1.05 -0.56 0.113
H -0.6278 -0.1427 2.1643 0.09 -0.06 0.71 0.075
H -1.9245 -1.2198 1.7045 -0.69 -2.06 0.31 0.041
H 3.9531 -1.5259 0.4358 -1.11 0.69 -0.15 0.161
```
Forces are in eV/Å.

Summary:
F_max (eV/Å): 6.8
E_tot (Eh): -514.8437
Kohn-Sham gap (alpha / beta) (eV): 7.81 / 7.81
LUMO (alpha / beta) (eV): 0.27 / 0.27
Total charge: 0

---

Which formula does entry 4 have?
C9H13N3